# C5H11N2

A cluster of 2 separate species, C5H11N2 in total in a non-equilibrium geometry (ωB97M-V/def2-TZVPD, the Open Molecules 2025 dataset).

- LUMO level: -2.82 eV
- ΔE to the lowest compared entry with this formula, charge and spin: 99.7 kcal/mol
- F_max: 4.98 eV/Å

Geometry as ORCA input:
```
! RIJCOSX wB97M-V def2-TZVPD def2/J DEFGRID3
* xyz 1 1
C 0.869 0.498 -0.311
C 0.335 -1.610 0.361
C 1.382 -0.862 -0.426
C 1.793 1.606 -0.684
C -3.128 0.157 -0.155
N -2.256 -0.433 0.512
N 1.049 -0.501 0.922
H -0.695 -1.341 0.245
H 0.555 -2.543 0.881
H 2.362 -1.327 -0.701
H 1.658 1.946 -1.746
H 2.776 1.603 -0.440
H 1.382 2.424 -0.184
H -4.245 0.217 0.194
H -0.058 0.787 -0.563
H -2.853 0.548 -1.115
H -2.537 -0.690 1.435
H 1.610 -0.478 1.773
*
```

Mulliken population analysis, charges in e, atoms 1 to 5:
1 C 0.335
2 C -0.122
3 C -0.095
4 C -1.641
5 C -0.263

---

# C5H11N2

A cluster of 2 separate species, C5H11N2 in total in a non-equilibrium geometry (ωB97M-V/def2-TZVPD, the Open Molecules 2025 dataset).

- LUMO level (spin up / spin down): -5.92 / -5.64 eV
- ΔE to the lowest compared entry with this formula, charge and spin: 162.0 kcal/mol
- F_max: 4.60 eV/Å

Geometry as ORCA input:
```
! RIJCOSX wB97M-V def2-TZVPD def2/J DEFGRID3
* xyz 1 1
C -2.431 0.315 1.292
C -2.370 1.764 0.888
C -1.718 0.671 0.153
C 2.661 -1.092 -0.016
C 0.438 -1.543 -0.965
N 0.835 0.178 0.483
N 1.254 -0.765 -0.079
H -1.824 -0.047 2.082
H -3.364 -0.354 1.104
H -3.306 2.212 0.423
H -1.804 2.568 1.578
H -1.514 0.246 -0.812
H 2.988 -0.724 0.894
H 3.220 -0.733 -0.903
H 2.971 -2.244 -0.094
H 0.764 -2.688 -0.960
H 0.595 -1.027 -1.946
H -0.600 -1.526 -0.568
*
```

Mulliken population analysis, charges in e, atoms 1 to 5:
1 C -0.326
2 C -0.541
3 C 0.058
4 C -0.696
5 C -0.741

---

# C5H11N2O

The ion C5H11N2O with charge -1 in a non-equilibrium geometry (ωB97M-V/def2-TZVPD, the Open Molecules 2025 dataset).

- LUMO level: 3.58 eV
- SMILES string: C=NCC[C@H](N)C[O-]
- ΔE to the lowest compared entry with this formula, charge and spin: 36.0 kcal/mol
- F_max: 4.24 eV/Å

Geometry as ORCA input:
```
! RIJCOSX wB97M-V def2-TZVPD def2/J DEFGRID3
* xyz -1 1
C -0.294 -2.107 0.950
O -0.108 -2.394 2.243
C -0.724 -0.599 0.646
C 0.236 0.040 -0.313
C -0.115 1.447 -0.552
C 1.460 1.684 -2.320
N 0.686 2.219 -1.429
N -0.778 0.058 1.970
H -1.104 -2.750 0.621
H 0.627 -2.243 0.318
H -1.734 -0.700 0.213
H 0.157 -0.641 -1.224
H 1.341 -0.018 0.084
H -0.098 2.043 0.311
H -1.215 1.449 -1.013
H 2.047 2.293 -2.927
H 1.673 0.714 -2.543
H -0.281 -0.494 2.671
H -1.776 -0.002 2.296
*
```

Mulliken population analysis, charges in e, atoms 1 to 5:
1 C -0.415
2 O -0.920
3 C 0.256
4 C -0.809
5 C -0.375

---

# C5H11N2O

The ion C5H11N2O with charge +1 in a non-equilibrium geometry (ωB97M-V/def2-TZVPD, the Open Molecules 2025 dataset).

- LUMO level (spin up / spin down): -4.48 / -4.48 eV
- SMILES string: C/C=[NH+]/C(O)=C(\C)N
- ΔE to the lowest compared entry with this formula, charge and spin: 80.2 kcal/mol
- F_max: 4.66 eV/Å

Geometry as ORCA input:
```
! RIJCOSX wB97M-V def2-TZVPD def2/J DEFGRID3
* xyz 1 1
C -0.897 1.072 0.647
C -0.161 -1.012 0.675
C -0.527 1.175 -0.703
C 0.792 -2.054 1.123
C 0.658 0.474 -1.362
N -0.463 0.019 1.413
N -1.176 2.109 -1.438
O -1.829 1.856 1.173
H -0.870 -1.386 0.094
H 1.268 -2.486 0.245
H 0.266 -2.864 1.591
H 1.668 -1.548 1.543
H 1.199 -0.121 -0.708
H 1.199 1.171 -1.951
H 0.345 -0.110 -2.133
H -0.155 0.137 2.375
H -1.924 2.831 -1.161
H -0.859 2.304 -2.333
H -1.854 1.981 2.170
*
```

Mulliken population analysis, charges in e, atoms 1 to 5:
1 C 0.522
2 C -0.313
3 C 0.382
4 C -1.242
5 C -1.570

---

# C5H11N2O

A cluster of 2 separate species, C5H11N2O in total in a non-equilibrium geometry (ωB97M-V/def2-TZVPD, the Open Molecules 2025 dataset).

- LUMO level: -4.34 eV
- ΔE to the lowest compared entry with this formula, charge and spin: 106.6 kcal/mol
- F_max: 7.57 eV/Å

Geometry as ORCA input:
```
! RIJCOSX wB97M-V def2-TZVPD def2/J DEFGRID3
* xyz 1 1
C 0.197 1.651 -1.199
C -0.118 -0.567 -1.001
C -0.015 -0.048 0.457
C -1.431 -0.079 1.077
C 1.214 -0.581 1.259
N 0.284 1.440 0.077
N -0.038 0.532 -1.898
O -0.994 -1.540 -1.296
H 0.605 2.627 -1.578
H 1.401 -1.505 -1.101
H -2.163 -0.557 0.449
H -1.637 1.022 1.038
H -1.666 -0.373 2.109
H 1.266 0.040 2.282
H 2.058 -0.460 0.766
H 1.024 -1.689 1.588
H 0.823 1.987 0.624
H 0.072 0.449 -2.857
H -0.881 -2.349 -0.796
*
```

Mulliken population analysis, charges in e, atoms 1 to 5:
1 C -0.144
2 C -0.459
3 C 1.454
4 C -1.375
5 C -1.641

---

# C5H11N2O

The ion C5H11N2O with charge +1 in a non-equilibrium geometry (ωB97M-V/def2-TZVPD, the Open Molecules 2025 dataset).

- LUMO level: -3.47 eV
- SMILES string: C/C=C\ON(C)C=[NH2+]
- ΔE to the lowest compared entry with this formula, charge and spin: 104.0 kcal/mol
- F_max: 4.46 eV/Å

Geometry as ORCA input:
```
! RIJCOSX wB97M-V def2-TZVPD def2/J DEFGRID3
* xyz 1 1
C -1.624 0.120 -0.056
C 0.611 1.218 1.180
C 1.595 1.645 0.419
C 2.311 0.710 -0.548
C -0.497 -2.019 0.113
N -0.666 -0.621 0.333
N -2.540 -0.131 -0.995
O 0.366 -0.108 1.236
H -1.549 1.169 0.271
H -0.132 1.854 1.750
H 1.717 2.750 0.187
H 3.187 0.250 0.042
H 2.777 1.216 -1.312
H 1.718 -0.165 -0.792
H 0.245 -2.402 0.898
H -1.369 -2.605 0.133
H 0.035 -2.360 -0.711
H -3.309 0.501 -0.888
H -2.878 -1.022 -1.262
*
```

Mulliken population analysis, charges in e, atoms 1 to 5:
1 C 0.182
2 C -0.523
3 C -0.064
4 C -0.881
5 C -1.121

---

# C5H11N2O

A structure of composition C5H11N2O in a non-equilibrium geometry (ωB97M-V/def2-TZVPD, the Open Molecules 2025 dataset).

- LUMO level: -7.99 eV
- ΔE to the lowest compared entry with this formula, charge and spin: 179.8 kcal/mol
- F_max: 5.59 eV/Å

Geometry as ORCA input:
```
! RIJCOSX wB97M-V def2-TZVPD def2/J DEFGRID3
* xyz 1 1
O 2.980 0.564 -1.231
C 3.298 0.366 -0.105
C 2.333 -0.008 1.006
C 0.955 -0.211 0.771
C 0.598 -1.093 -0.498
N -4.261 0.407 -0.548
C -2.980 -0.129 -0.067
N -1.976 0.242 0.618
H 4.315 0.473 0.305
H 0.695 -2.167 -0.342
H 2.715 -0.138 2.017
H 0.631 0.770 0.340
H 0.353 -0.448 1.636
H -0.380 -0.848 -0.869
H 1.290 -0.816 -1.284
H -4.229 1.419 -0.651
H -4.282 -0.022 0.428
H -2.765 -1.052 -0.614
H -2.305 0.858 1.378
*
```

Mulliken population analysis, charges in e, atoms 1 to 5:
1 O -0.323
2 C -0.012
3 C 0.010
4 C -0.160
5 C -0.766

---

# C5H11N2O

A cluster of 2 separate species, C5H11N2O in total in a non-equilibrium geometry (ωB97M-V/def2-TZVPD, the Open Molecules 2025 dataset).

- LUMO level (spin up / spin down): -3.17 / -3.84 eV
- ΔE to the lowest compared entry with this formula, charge and spin: 117.9 kcal/mol
- F_max: 4.80 eV/Å

Geometry as ORCA input:
```
! RIJCOSX wB97M-V def2-TZVPD def2/J DEFGRID3
* xyz 1 1
C -0.694 1.362 -0.418
C -1.256 -0.474 0.835
C -0.465 -0.778 -0.345
C -0.296 -2.131 -0.886
C 2.099 0.628 0.637
N -1.364 1.006 0.684
N -0.335 0.354 -1.213
O 1.654 1.825 0.184
H -0.687 2.356 -0.839
H -2.328 -0.890 0.884
H -0.722 -0.972 1.753
H -0.241 -2.026 -1.993
H -1.125 -2.759 -0.671
H 0.509 -2.637 -0.465
H 2.423 0.499 1.610
H 2.736 0.223 -0.114
H -1.669 1.604 1.463
H 0.067 0.363 -2.153
H 1.693 2.446 1.047
*
```

Mulliken population analysis, charges in e, atoms 1 to 5:
1 C -0.255
2 C -0.351
3 C 0.368
4 C -1.289
5 C -0.538

---

# C5H11N2O

A cluster of 2 separate species, C5H11N2O in total in a non-equilibrium geometry (ωB97M-V/def2-TZVPD, the Open Molecules 2025 dataset).

- LUMO level: -4.36 eV
- ΔE to the lowest compared entry with this formula, charge and spin: 156.4 kcal/mol
- F_max: 4.63 eV/Å

Geometry as ORCA input:
```
! RIJCOSX wB97M-V def2-TZVPD def2/J DEFGRID3
* xyz 1 1
C -2.034 -0.896 -1.336
C -1.718 -0.041 -0.347
C -2.036 0.684 0.822
C 2.427 0.790 -0.056
C 1.000 -1.222 0.523
N 1.165 0.055 -0.086
N 0.187 0.635 -0.628
O 0.215 1.668 -1.272
H -1.222 -1.369 -1.825
H -2.887 -1.564 -1.228
H -1.413 0.245 1.562
H -3.126 0.579 1.116
H -1.814 1.738 0.662
H 2.624 1.292 -1.143
H 2.381 1.689 0.622
H 3.241 0.172 0.251
H 0.103 -1.755 0.194
H 1.978 -1.736 0.516
H 0.929 -0.964 1.653
*
```

Mulliken population analysis, charges in e, atoms 1 to 5:
1 C -0.600
2 C 0.435
3 C -0.912
4 C -0.680
5 C -0.805

---

# C5H11N2O2

A structure of composition C5H11N2O2 in a non-equilibrium geometry (ωB97M-V/def2-TZVPD, the Open Molecules 2025 dataset).

- LUMO level: 3.78 eV
- ΔE to the lowest compared entry with this formula, charge and spin: 89.7 kcal/mol
- F_max: 6.66 eV/Å

Geometry as ORCA input:
```
! RIJCOSX wB97M-V def2-TZVPD def2/J DEFGRID3
* xyz -1 1
C -0.527 1.531 -1.028
C -1.266 0.701 1.260
C -0.202 -2.239 0.069
C -1.059 0.323 -0.220
C 0.110 -0.781 -0.356
N 1.566 -0.213 0.743
N 2.571 0.149 0.147
O 2.684 0.042 -1.066
O 3.553 0.604 0.839
H -1.389 2.192 -1.330
H -0.004 1.210 -1.948
H 0.293 2.336 -0.681
H -2.292 1.213 1.450
H -0.468 1.413 1.522
H -1.282 -0.072 1.999
H 0.117 -2.955 -0.738
H 0.158 -2.433 1.080
H -1.316 -2.333 0.245
H -1.929 -0.007 -0.739
H 0.684 -0.680 -1.247
*
```

Mulliken population analysis, charges in e, atoms 1 to 5:
1 C -1.480
2 C -1.333
3 C -1.340
4 C 0.547
5 C -0.334

---

# C5H11N2O4S

The ion C5H11N2O4S with charge -1 in a non-equilibrium geometry (ωB97M-V/def2-TZVPD, the Open Molecules 2025 dataset).

- LUMO level: 3.48 eV
- SMILES string: CC(C)(C)N=[S@](N)(=O)OC(=O)[O-]
- ΔE to the lowest compared entry with this formula, charge and spin: 53.3 kcal/mol
- F_max: 3.95 eV/Å

Geometry as ORCA input:
```
! RIJCOSX wB97M-V def2-TZVPD def2/J DEFGRID3
* xyz -1 1
C -0.442 -1.851 3.093
C 1.417 1.129 -1.852
C -1.098 1.569 -1.291
C 0.892 1.627 0.516
C 0.309 0.982 -0.761
N -0.605 -2.830 -0.232
N 0.264 -0.447 -0.706
O -0.221 -1.072 3.972
O -0.601 -3.015 2.898
O -2.087 -0.996 0.195
O 0.068 -1.191 1.669
S -0.622 -1.183 0.293
H 2.110 1.991 -1.722
H 1.839 0.172 -1.800
H 0.923 1.342 -2.907
H -1.767 1.476 -0.511
H -1.460 0.982 -2.205
H -0.964 2.573 -1.740
H 0.295 1.440 1.374
H 1.802 1.154 0.873
H 0.990 2.650 0.316
H 0.314 -3.301 0.119
H -1.357 -3.201 0.409
*
```

Mulliken population analysis, charges in e, atoms 1 to 5:
1 C 0.640
2 C -1.454
3 C -1.615
4 C -1.826
5 C 1.684

---

# C5H11N2S

A cluster of 2 separate species, C5H11N2S in total in a non-equilibrium geometry (ωB97M-V/def2-TZVPD, the Open Molecules 2025 dataset).

- LUMO level: -4.59 eV
- ΔE to the lowest compared entry with this formula, charge and spin: 114.1 kcal/mol
- F_max: 4.93 eV/Å

Geometry as ORCA input:
```
! RIJCOSX wB97M-V def2-TZVPD def2/J DEFGRID3
* xyz 1 1
C -2.753 -0.850 1.046
C -1.488 -0.457 0.985
C 0.917 -0.187 -0.458
C 0.976 -0.800 -1.799
C 1.835 1.307 1.248
N -0.958 0.368 -0.013
N 1.885 0.343 0.133
S -1.707 1.108 -1.255
H -3.362 -1.327 1.876
H -3.422 -0.494 0.287
H -0.793 -0.627 1.866
H 0.431 -0.127 -2.487
H 2.040 -0.939 -2.087
H 0.542 -1.845 -1.698
H 2.696 1.936 1.146
H 1.800 0.643 2.190
H 0.805 1.776 1.228
H 2.779 -0.032 -0.111
H -2.224 0.205 -2.097
*
```

Mulliken population analysis, charges in e, atoms 1 to 5:
1 C -0.848
2 C 0.369
3 C 0.552
4 C -1.033
5 C -0.743

---

Copy entry 2 word for word.
# C5H11N2

A cluster of 2 separate species, C5H11N2 in total in a non-equilibrium geometry (ωB97M-V/def2-TZVPD, the Open Molecules 2025 dataset).

- LUMO level (spin up / spin down): -5.92 / -5.64 eV
- ΔE to the lowest compared entry with this formula, charge and spin: 162.0 kcal/mol
- F_max: 4.60 eV/Å

Geometry as ORCA input:
```
! RIJCOSX wB97M-V def2-TZVPD def2/J DEFGRID3
* xyz 1 1
C -2.431 0.315 1.292
C -2.370 1.764 0.888
C -1.718 0.671 0.153
C 2.661 -1.092 -0.016
C 0.438 -1.543 -0.965
N 0.835 0.178 0.483
N 1.254 -0.765 -0.079
H -1.824 -0.047 2.082
H -3.364 -0.354 1.104
H -3.306 2.212 0.423
H -1.804 2.568 1.578
H -1.514 0.246 -0.812
H 2.988 -0.724 0.894
H 3.220 -0.733 -0.903
H 2.971 -2.244 -0.094
H 0.764 -2.688 -0.960
H 0.595 -1.027 -1.946
H -0.600 -1.526 -0.568
*
```

Mulliken population analysis, charges in e, atoms 1 to 5:
1 C -0.326
2 C -0.541
3 C 0.058
4 C -0.696
5 C -0.741

---

> The highest F_max belongs to which entry?

number 5

---

Repeat the seventh record exactly.
# C5H11N2O

A structure of composition C5H11N2O in a non-equilibrium geometry (ωB97M-V/def2-TZVPD, the Open Molecules 2025 dataset).

- LUMO level: -7.99 eV
- ΔE to the lowest compared entry with this formula, charge and spin: 179.8 kcal/mol
- F_max: 5.59 eV/Å

Geometry as ORCA input:
```
! RIJCOSX wB97M-V def2-TZVPD def2/J DEFGRID3
* xyz 1 1
O 2.980 0.564 -1.231
C 3.298 0.366 -0.105
C 2.333 -0.008 1.006
C 0.955 -0.211 0.771
C 0.598 -1.093 -0.498
N -4.261 0.407 -0.548
C -2.980 -0.129 -0.067
N -1.976 0.242 0.618
H 4.315 0.473 0.305
H 0.695 -2.167 -0.342
H 2.715 -0.138 2.017
H 0.631 0.770 0.340
H 0.353 -0.448 1.636
H -0.380 -0.848 -0.869
H 1.290 -0.816 -1.284
H -4.229 1.419 -0.651
H -4.282 -0.022 0.428
H -2.765 -1.052 -0.614
H -2.305 0.858 1.378
*
```

Mulliken population analysis, charges in e, atoms 1 to 5:
1 O -0.323
2 C -0.012
3 C 0.010
4 C -0.160
5 C -0.766

---

> The lowest F_max belongs to which entry?

C5H11N2O4S